# C4H15NO3

C4H15NO3 as an isolated structure at a distorted geometry (the ωB97M-V functional and the def2-TZVPD basis, the OMol25 dataset).

Its multiplicity is 2. The HOMO-LUMO gap (alpha / beta) is 0.2223 / 0.3040 Eh. The calculation puts the total energy at -441.73110 a.u. The value obtained for the LUMO energy (alpha / beta) is 3.75 / 3.75 eV. For the energy above the lowest of the compared OMol25 structures with the same formula, charge and spin, the calculation gives 306.26 kJ/mol. Its charge is -1.

```
23
C4H15NO3 | the OMol25 dataset | the ωB97M-V functional and the def2-TZVPD basis
C -1.601 -0.681 -0.100
C -0.147 -1.100 -0.479
C 0.746 -0.003 -1.226
C 2.248 -1.128 -1.334
N 2.157 0.056 -0.697
H -1.623 0.309 -0.465
H -2.315 -1.237 -0.783
H -1.764 -0.757 0.951
H -0.253 -2.037 -1.092
H 0.518 -1.516 0.310
H 0.312 0.856 -0.845
H 0.630 0.061 -2.313
H 2.602 -0.925 -2.376
H 2.493 -2.040 -0.742
H 1.981 0.914 2.329
H 2.001 0.143 0.366
O 1.525 0.211 1.934
H -1.163 0.879 2.586
H 0.279 0.577 1.945
O -0.697 1.118 1.737
H -2.103 1.710 0.543
H -2.934 2.808 -0.183
O -2.889 1.779 -0.064
```

---

# C24H43N2P3PmSe

C24H43N2P3PmSe as an isolated structure at a distorted geometry (the ωB97M-V functional and the def2-TZVPD basis, the OMol25 dataset).

Its multiplicity is 5. The HOMO-LUMO gap (alpha / beta) is 0.2014 / 0.2122 Eh. The calculation puts the total energy at -5082.73467 a.u. The value obtained for the LUMO energy (alpha / beta) is -9.65 / -9.36 eV. For the energy above the lowest of the compared OMol25 structures with the same formula, charge and spin, the calculation gives 0.00 kJ/mol. Its charge is +3.

```
74
C24H43N2P3PmSe | the OMol25 dataset | the ωB97M-V functional and the def2-TZVPD basis
Pm -0.117 -0.248 0.843
P 1.259 -2.065 -0.919
P 2.473 1.036 0.568
P -2.290 -0.747 -0.884
H -1.281 3.431 0.320
C -1.695 2.657 0.986
C -0.902 1.811 1.669
H 0.221 1.923 1.580
C 1.692 -1.729 -2.678
C 2.877 -2.725 -0.337
C 0.399 -3.680 -1.134
C 2.466 2.829 0.997
C 3.731 0.503 1.817
C 3.482 1.101 -0.952
C -3.691 0.450 -0.848
C -3.157 -2.274 -0.281
C -2.213 -1.128 -2.666
H -2.774 2.753 1.176
H -1.281 1.132 2.481
H 2.257 -2.581 -3.089
H 2.305 -0.819 -2.740
H 0.768 -1.590 -3.259
H 3.165 -3.562 -0.987
H 2.770 -3.090 0.696
H 3.645 -1.939 -0.384
H 1.126 -4.411 -1.518
H -0.440 -3.571 -1.834
H 0.036 -4.019 -0.153
H 3.498 3.206 1.049
H 1.970 2.961 1.967
H 1.900 3.386 0.239
H 4.619 1.153 1.765
H 4.016 -0.543 1.639
H 3.281 0.584 2.818
H 4.321 1.793 -0.813
H 2.861 1.460 -1.780
H 3.874 0.113 -1.212
H -4.451 0.172 -1.594
H -3.311 1.453 -1.084
H -4.156 0.487 0.148
H -4.088 -2.418 -0.852
H -3.401 -2.184 0.790
H -2.510 -3.155 -0.412
H -3.230 -1.252 -3.050
H -1.659 -2.052 -2.849
H -1.731 -0.319 -3.218
C -0.642 4.031 -3.520
C -0.553 5.002 -2.507
C -1.202 6.233 -2.639
C -1.999 6.501 -3.770
C -2.196 5.506 -4.738
C -1.538 4.277 -4.580
Se 0.381 2.393 -3.374
H -0.702 1.521 -3.856
H 0.086 4.813 -1.649
H -1.077 6.998 -1.868
H -2.508 7.465 -3.878
H -2.860 5.698 -5.592
H -1.691 3.495 -5.308
N -0.935 -1.654 5.182
C -0.980 -0.876 4.085
N -0.352 -1.478 3.043
C 0.114 -2.728 3.532
C 0.734 -3.807 2.892
C 0.948 -4.981 3.642
C 0.573 -5.053 4.993
C -0.035 -3.968 5.634
C -0.245 -2.833 4.873
H -1.331 -1.435 6.093
H -1.469 0.093 4.068
H 1.005 -3.687 1.841
H 1.418 -5.844 3.170
H 0.762 -5.983 5.526
H -0.341 -3.986 6.681
```

---

# C3H3FN2O

A 2-piece molecular cluster, C3H3FN2O overall at a distorted geometry (the ωB97M-V functional and the def2-TZVPD basis, the OMol25 dataset).

The HOMO-LUMO gap (alpha / beta) is 0.3612 / 0.3004 Eh. The calculation puts the total energy at -400.46678 a.u. The value obtained for the LUMO energy (alpha / beta) is -0.09 / -1.53 eV. For the energy above the lowest of the compared OMol25 structures with the same formula, charge and spin, the calculation gives 736.38 kJ/mol.

```
10
C3H3FN2O | the OMol25 dataset | the ωB97M-V functional and the def2-TZVPD basis
C -0.355 -0.181 0.603
C -1.083 0.789 -0.068
C 0.761 0.444 -1.057
N 0.869 -0.332 -0.081
N 3.199 -0.370 1.050
O -0.304 1.258 -1.104
F 3.872 -0.016 -0.077
H -0.344 -0.833 1.468
H -2.057 1.173 0.215
H 3.199 0.455 1.650
```

---

# C2H5NOS

One molecule with the formula C2H5NOS at a distorted geometry (the ωB97M-V functional and the def2-TZVPD basis, the OMol25 dataset).

The HOMO-LUMO gap is 0.3760 Eh. The calculation puts the total energy at -607.39989 a.u. The value obtained for the LUMO energy is 0.70 eV. For the energy above the lowest of the compared OMol25 structures with the same formula, charge and spin, the calculation gives 18.18 kJ/mol.

```
10
C2H5NOS | the OMol25 dataset | the ωB97M-V functional and the def2-TZVPD basis
O 0.374 -1.763 0.937
S -0.715 1.248 -1.375
C 0.171 -0.592 0.574
N 1.095 0.376 0.912
C -1.028 -0.247 -0.300
H 0.279 0.806 -2.107
H 1.007 1.336 0.600
H 1.903 0.065 1.379
H -1.158 -1.119 -0.957
H -1.927 -0.109 0.336
```

---

# H10LiO5

H10LiO5 as an isolated structure at a distorted geometry (the ωB97M-V functional and the def2-TZVPD basis, the OMol25 dataset).

The HOMO-LUMO gap is 0.4427 Eh. The calculation puts the total energy at -389.53086 a.u. The value obtained for the LUMO energy is -3.41 eV. For the energy above the lowest of the compared OMol25 structures with the same formula, charge and spin, the calculation gives 224.35 kJ/mol. Its charge is +1.

```
16
H10LiO5 | the OMol25 dataset | the ωB97M-V functional and the def2-TZVPD basis
Li 0.215 0.095 -0.028
O -0.835 -1.388 -0.987
H -1.805 -1.619 -0.841
H -0.467 -2.164 -1.425
O -1.302 1.051 1.183
H -1.265 1.929 1.223
H -2.116 0.648 1.358
O 1.624 0.832 0.446
H 2.135 0.621 1.176
H 2.179 0.874 -0.247
O 0.849 -1.631 1.155
H 1.597 -1.776 0.791
H 0.524 -2.476 1.331
O -0.285 1.310 -1.771
H 0.260 2.007 -1.357
H -1.306 1.686 -2.007
```

---

# C17H27IN3O7PtS

C17H27IN3O7PtS as an isolated structure at a distorted geometry (the ωB97M-V functional and the def2-TZVPD basis, the OMol25 dataset).

The HOMO-LUMO gap (alpha / beta) is 0.2761 / 0.2761 Eh. The calculation puts the total energy at -2169.88945 a.u. The value obtained for the LUMO energy (alpha / beta) is -3.57 / -3.57 eV. For the energy above the lowest of the compared OMol25 structures with the same formula, charge and spin, the calculation gives 214.38 kJ/mol. Its charge is +1.

```
57
C17H27IN3O7PtS | the OMol25 dataset | the ωB97M-V functional and the def2-TZVPD basis
Pt -0.837 -0.173 0.635
C -3.562 -4.828 0.821
N -3.478 -3.398 0.518
C -4.669 -2.801 -0.097
C -2.451 -2.636 0.859
O -2.529 -1.390 0.746
C -1.216 -3.325 1.420
O -0.115 -2.461 1.399
C 0.935 -2.761 0.509
C 0.639 -2.239 -0.892
O -0.443 -1.658 -1.118
N 1.561 -2.457 -1.825
C 1.349 -2.001 -3.205
C 2.826 -3.134 -1.518
H -4.567 -5.046 1.174
H -2.869 -5.118 1.606
H -3.373 -5.431 -0.069
H -5.488 -2.756 0.621
H -4.972 -3.418 -0.941
H -4.440 -1.800 -0.442
H -1.008 -4.251 0.888
H -1.417 -3.555 2.467
H 1.132 -3.834 0.479
H 1.818 -2.263 0.910
H 0.402 -1.483 -3.270
H 1.343 -2.858 -3.879
H 2.151 -1.323 -3.496
H 3.388 -2.605 -0.748
H 3.428 -3.155 -2.421
H 2.668 -4.165 -1.197
C 1.744 6.651 -3.441
C 1.383 5.525 -2.508
C 0.055 5.222 -2.228
C -0.280 4.203 -1.347
C 0.737 3.482 -0.747
C 2.080 3.757 -1.012
C 2.390 4.772 -1.896
S 0.380 2.284 0.470
O 0.952 2.763 1.696
O 0.937 0.938 0.051
O -1.087 2.094 0.512
H 0.859 7.083 -3.907
H 2.414 6.304 -4.229
H 2.263 7.443 -2.897
H -0.734 5.793 -2.703
H -1.315 3.967 -1.126
H 2.858 3.179 -0.522
H 3.432 4.992 -2.112
N -0.638 1.656 4.457
C 0.114 0.774 3.790
O -0.367 0.023 2.935
C 1.537 0.595 4.261
I 1.821 -1.397 4.966
H -1.550 1.865 4.085
H -0.208 2.358 5.031
H 1.807 1.273 5.064
H 2.210 0.722 3.422
```

---

Please write out number 4 again, unchanged.
# C2H5NOS

One molecule with the formula C2H5NOS at a distorted geometry (the ωB97M-V functional and the def2-TZVPD basis, the OMol25 dataset).

The HOMO-LUMO gap is 0.3760 Eh. The calculation puts the total energy at -607.39989 a.u. The value obtained for the LUMO energy is 0.70 eV. For the energy above the lowest of the compared OMol25 structures with the same formula, charge and spin, the calculation gives 18.18 kJ/mol.

```
10
C2H5NOS | the OMol25 dataset | the ωB97M-V functional and the def2-TZVPD basis
O 0.374 -1.763 0.937
S -0.715 1.248 -1.375
C 0.171 -0.592 0.574
N 1.095 0.376 0.912
C -1.028 -0.247 -0.300
H 0.279 0.806 -2.107
H 1.007 1.336 0.600
H 1.903 0.065 1.379
H -1.158 -1.119 -0.957
H -1.927 -0.109 0.336
```